1.
DFT (wB97M-V/def2-TZVPD) results for a cluster of 4 separate species, C17H26N4O5PS in total.

## Properties
Charge   +1
Energy above the lowest of the compared OMol25 structures with the same formula, charge and spin   0.0 kcal/mol
E   -1997.766832 Ha

XYZ file:
```
54
C17H26N4O5PS, DFT wB97M-V/def2-TZVPD
C 2.63 0.02 0.21
C 2.13 1.40 -0.19
O 0.78 1.52 0.27
C 0.23 2.81 0.23
C -0.81 2.89 1.32
O -2.19 2.63 0.85
S -2.31 1.40 -0.13
O -3.87 1.59 -0.60
C -4.01 2.17 -1.78
N -4.07 2.42 -2.90
P -2.24 -0.50 1.19
O -3.00 -1.48 0.18
O -3.42 -0.21 2.21
H 1.76 -0.63 0.28
H 3.09 0.03 1.20
H 3.32 -0.37 -0.53
H 2.14 1.49 -1.28
H 2.74 2.18 0.25
H 0.99 3.57 0.43
H -0.19 3.04 -0.75
H -0.85 3.88 1.75
H -0.57 2.19 2.12
H -2.58 -1.58 -0.69
H -4.14 -0.86 2.17
N 6.71 -0.31 0.48
C 6.78 -1.34 1.37
C 6.69 -2.51 0.67
C 6.57 -2.17 -0.71
C 6.59 -0.80 -0.79
H 6.74 0.66 0.72
H 6.88 -1.16 2.42
H 6.71 -3.50 1.09
H 6.49 -2.85 -1.54
H 6.52 -0.14 -1.65
N -7.08 2.55 0.24
C -7.61 2.64 1.50
C -8.89 3.10 1.38
C -9.15 3.29 -0.01
C -8.02 2.94 -0.69
H -6.15 2.24 0.03
H -7.03 2.38 2.37
H -9.57 3.29 2.19
H -10.06 3.64 -0.45
H -7.80 2.93 -1.74
N 3.68 -3.61 -1.26
C 2.77 -3.84 -2.26
C 2.02 -4.93 -1.90
C 2.50 -5.37 -0.64
C 3.52 -4.54 -0.27
H 4.37 -2.87 -1.26
H 2.73 -3.21 -3.13
H 1.23 -5.36 -2.48
H 2.14 -6.21 -0.07
H 4.15 -4.52 0.60
```



2.
DFT (wB97M-V/def2-TZVPD) results for a cluster of 3 separate species, C14H32N2O7 in total.

## Properties
Energy above the lowest of the compared OMol25 structures with the same formula, charge and spin   86.1 kcal/mol
E   -1188.593208 Ha
Structure (SMILES)   CC(=O)OCCCOC(=O)O.COC[C@@H](C)N.COC[C@@H](C)N

XYZ file:
```
55
C14H32N2O7, DFT wB97M-V/def2-TZVPD
C -1.14 4.04 -1.73
C -1.84 3.05 -2.88
O -3.19 2.95 -2.91
O -0.98 2.31 -3.83
C -1.30 0.86 -3.78
C 0.14 0.08 -3.44
C 0.30 -0.25 -1.81
O 1.63 -0.78 -1.47
C 2.66 0.28 -1.42
O 3.12 0.73 -0.22
O 3.31 0.90 -2.61
H -1.83 4.18 -0.79
H -0.12 3.54 -1.40
H -0.88 5.09 -2.18
H -1.57 0.54 -4.90
H -2.12 0.57 -3.00
H 0.99 0.81 -3.81
H 0.16 -0.96 -3.98
H -0.47 -1.14 -1.60
H -0.05 0.66 -1.16
H 3.26 0.20 -3.34
C -2.18 2.98 2.05
O -2.99 2.97 0.88
C -3.53 1.69 0.54
C -4.79 1.30 1.34
C -4.49 0.85 2.77
N -5.77 2.39 1.37
H -1.62 2.05 2.17
H -2.81 3.16 2.92
H -1.47 3.81 1.97
H -3.81 1.76 -0.52
H -2.75 0.91 0.60
H -5.25 0.44 0.83
H -4.28 1.69 3.44
H -5.36 0.33 3.19
H -3.64 0.17 2.80
H -6.04 2.61 0.41
H -5.28 3.23 1.68
C 5.58 -4.36 2.17
O 5.34 -3.01 1.82
C 4.53 -2.84 0.65
C 3.01 -2.99 0.90
C 2.56 -4.43 1.06
N 2.58 -2.21 2.07
H 5.67 -5.01 1.29
H 4.79 -4.72 2.83
H 6.52 -4.41 2.74
H 4.72 -1.81 0.32
H 4.88 -3.49 -0.15
H 2.50 -2.59 0.01
H 2.80 -4.84 2.05
H 1.47 -4.51 0.95
H 3.02 -5.08 0.30
H 2.79 -1.23 1.91
H 3.19 -2.47 2.85
```



3.
DFT (wB97M-V/def2-TZVPD) results for a cluster of 4 separate species, C4H14O3 in total.

## Properties
Energy above the lowest of the compared OMol25 structures with the same formula, charge and spin   35.3 kcal/mol
E   -386.470596 Ha
Structure (SMILES)   C/C=C/C.O.O.O

XYZ file:
```
21
C4H14O3, DFT wB97M-V/def2-TZVPD
C -0.73 1.20 2.03
C -1.28 0.76 0.72
C -1.24 -0.49 0.21
C -2.20 -1.03 -0.79
H -1.22 2.00 2.59
H -0.55 0.34 2.69
H 0.29 1.57 1.89
H -1.88 1.38 0.07
H -0.50 -1.21 0.55
H -2.28 -2.10 -0.59
H -3.17 -0.56 -0.75
H -1.79 -1.04 -1.81
O 2.02 -1.15 1.57
H 2.81 -1.63 1.86
H 2.40 -0.84 0.73
O 1.63 1.31 -1.12
H 1.76 1.28 -0.17
H 1.22 2.18 -1.23
O 1.74 -1.00 -2.64
H 1.48 -0.84 -3.56
H 1.49 -0.13 -2.28
```



4.
DFT (wB97M-V/def2-TZVPD) results for the molecule C20H26N2O6.

## Properties
Energy above the lowest of the compared OMol25 structures with the same formula, charge and spin   2.9 kcal/mol
E   -1338.745231 Ha
Structure (SMILES)   COC(=O)C1CCN(C(=O)COC(=O)C[C@H](NC(C)=O)c2ccccc2)CC1

XYZ file:
```
54
C20H26N2O6, DFT wB97M-V/def2-TZVPD
C 0.94 -3.60 0.38
O -0.46 -3.45 0.15
C -0.82 -2.48 -0.69
O -0.04 -1.84 -1.35
C -2.33 -2.32 -0.70
C -2.76 -1.34 -1.80
C -2.43 0.09 -1.41
N -3.09 0.46 -0.17
C -3.03 1.68 0.38
O -3.53 1.96 1.46
C -2.31 2.78 -0.42
O -0.90 2.57 -0.36
C -0.22 2.41 -1.51
O -0.71 2.50 -2.60
C 1.24 2.10 -1.23
C 1.44 0.95 -0.23
N 0.93 1.32 1.08
C 0.20 0.47 1.84
C -0.41 1.10 3.06
O 0.06 -0.70 1.54
C 2.90 0.58 -0.17
C 3.82 1.38 0.49
C 5.16 1.02 0.53
C 5.59 -0.14 -0.10
C 4.67 -0.94 -0.76
C 3.34 -0.58 -0.80
C -3.72 -0.62 0.57
C -2.77 -1.80 0.69
H 1.05 -4.47 1.02
H 1.47 -3.75 -0.57
H 1.32 -2.70 0.87
H -2.76 -3.30 -0.89
H -2.21 -1.57 -2.72
H -3.82 -1.45 -2.00
H -2.72 0.77 -2.22
H -1.34 0.15 -1.29
H -2.64 2.82 -1.46
H -2.52 3.73 0.07
H 1.71 1.85 -2.18
H 1.71 3.01 -0.84
H 0.88 0.07 -0.56
H 0.98 2.29 1.34
H -1.36 1.56 2.77
H -0.62 0.33 3.80
H 0.24 1.85 3.49
H 3.50 2.29 0.98
H 5.87 1.65 1.05
H 6.63 -0.42 -0.06
H 5.00 -1.85 -1.24
H 2.62 -1.21 -1.31
H -4.65 -0.91 0.07
H -3.97 -0.22 1.56
H -1.89 -1.49 1.25
H -3.26 -2.60 1.25
```



5.
DFT (wB97M-V/def2-TZVPD) results for the molecule C4H3NO2.

## Properties
Energy above the lowest of the compared OMol25 structures with the same formula, charge and spin   96.0 kcal/mol
E   -359.317302 Ha

XYZ file:
```
10
C4H3NO2, DFT wB97M-V/def2-TZVPD
O -1.47 -1.04 0.18
C -2.47 -0.17 0.03
C -0.27 -0.42 -0.03
N 0.19 -0.06 -1.17
C 1.37 0.60 -0.83
C 1.53 0.55 0.51
O 0.46 -0.13 1.04
H -3.35 -0.84 0.05
H 1.98 1.06 -1.59
H 2.27 0.92 1.20
```



6.
DFT (wB97M-V/def2-TZVPD) results for a structure of composition C51H117AsF6N5O7.

## Properties
Charge   -1
E   -5648.911891 Ha

XYZ file:
```
187
C51H117AsF6N5O7, DFT wB97M-V/def2-TZVPD
As 0.32 -0.86 0.49
F 1.18 0.24 -0.67
F -1.21 -0.60 -0.41
F -0.50 -1.97 1.60
F 1.84 -1.04 1.44
F -0.19 0.59 1.55
F 0.71 -2.27 -0.51
C -1.02 -4.45 -7.27
C -0.05 -4.25 -6.05
N -0.77 -3.49 -4.98
C -1.81 -4.28 -4.26
C -1.26 -5.26 -3.27
C 0.19 -2.71 -4.21
C -0.44 -1.58 -3.35
H -1.55 -3.52 -7.50
H -1.81 -5.16 -7.03
H -0.44 -4.80 -8.12
H 0.34 -5.23 -5.76
H 0.71 -3.60 -6.47
H -2.43 -3.51 -3.79
H -2.44 -4.77 -4.99
H -0.48 -5.93 -3.65
H -0.86 -4.65 -2.47
H -2.08 -5.85 -2.86
H 0.84 -2.17 -4.90
H 0.86 -3.30 -3.59
H 0.36 -0.97 -2.92
H -1.00 -2.08 -2.56
H -1.10 -0.97 -3.97
C 2.86 5.55 -5.67
C 2.36 4.41 -4.82
N 3.20 4.05 -3.66
C 4.50 3.70 -4.13
C 5.49 3.52 -2.95
C 2.56 2.92 -2.89
C 2.32 1.59 -3.59
H 3.19 6.42 -5.10
H 2.06 5.83 -6.35
H 3.75 5.35 -6.27
H 1.38 4.64 -4.42
H 2.10 3.59 -5.49
H 4.44 2.87 -4.85
H 4.94 4.45 -4.79
H 5.29 2.59 -2.42
H 6.49 3.33 -3.33
H 5.60 4.33 -2.23
H 1.60 3.35 -2.63
H 3.05 2.70 -1.94
H 1.98 1.61 -4.63
H 1.60 1.05 -2.97
H 3.24 1.01 -3.60
C 1.11 -6.72 6.10
C 1.11 -5.47 6.99
N 1.62 -4.24 6.29
C 0.95 -3.95 5.03
C -0.51 -3.45 5.16
C 1.59 -3.06 7.18
C 2.60 -3.19 8.33
H 0.65 -6.53 5.13
H 0.54 -7.46 6.66
H 2.09 -7.11 5.85
H 0.07 -5.33 7.29
H 1.69 -5.54 7.91
H 0.93 -4.75 4.29
H 1.52 -3.13 4.60
H -0.52 -2.47 5.62
H -1.08 -4.21 5.71
H -0.87 -3.35 4.14
H 1.90 -2.22 6.56
H 0.61 -2.79 7.55
H 3.54 -3.66 8.05
H 2.93 -2.19 8.61
H 2.21 -3.77 9.17
C -4.17 0.21 2.09
C -3.73 1.44 1.28
N -4.48 2.60 1.80
C -4.01 3.11 3.11
C -4.99 4.15 3.72
C -4.47 3.67 0.82
C -5.32 3.34 -0.47
H -3.97 0.28 3.16
H -3.63 -0.66 1.72
H -5.23 0.03 1.94
H -2.66 1.52 1.45
H -3.96 1.20 0.24
H -3.91 2.24 3.75
H -2.99 3.50 3.05
H -4.64 5.11 3.34
H -6.02 3.90 3.48
H -4.94 4.28 4.81
H -3.44 3.84 0.50
H -4.84 4.62 1.19
H -5.38 4.19 -1.15
H -6.32 2.97 -0.28
H -4.88 2.51 -1.04
C -1.61 5.75 -5.26
C -1.62 4.54 -4.27
N -2.09 3.33 -4.90
C -3.59 3.46 -5.06
C -4.34 2.37 -5.89
C -1.70 2.10 -4.23
C -2.09 1.98 -2.70
H -1.18 6.62 -4.77
H -2.61 5.94 -5.65
H -0.97 5.54 -6.12
H -0.63 4.38 -3.83
H -2.25 4.88 -3.45
H -3.99 3.47 -4.05
H -3.86 4.41 -5.51
H -3.96 2.31 -6.91
H -4.22 1.35 -5.52
H -5.39 2.59 -6.06
H -0.61 2.11 -4.33
H -2.04 1.23 -4.79
H -1.77 1.01 -2.31
H -3.15 2.07 -2.48
H -1.58 2.77 -2.16
C 4.63 -0.83 3.47
C 5.01 -1.05 4.93
O 5.52 -0.10 5.52
C 4.92 -2.44 5.54
H 3.56 -1.07 3.46
H 5.13 -1.57 2.86
H 4.80 0.19 3.13
H 5.85 -3.00 5.40
H 4.10 -3.04 5.16
H 4.78 -2.33 6.61
C 4.06 1.50 0.62
C 3.94 2.94 0.99
O 4.05 3.75 0.07
C 3.55 3.26 2.41
H 4.48 1.34 -0.38
H 3.14 0.96 0.83
H 4.82 0.98 1.22
H 2.58 2.82 2.63
H 3.54 4.33 2.58
H 4.35 2.83 3.01
C 3.79 -2.19 -2.71
C 4.50 -1.58 -1.56
O 5.21 -0.58 -1.75
C 4.23 -2.19 -0.17
H 3.56 -1.38 -3.41
H 2.88 -2.74 -2.45
H 4.49 -2.84 -3.23
H 4.86 -3.06 -0.01
H 3.18 -2.38 0.02
H 4.46 -1.42 0.57
C -2.58 -4.60 1.68
C -1.39 -5.55 1.54
O -1.45 -6.70 1.99
C -0.17 -5.06 0.86
H -2.68 -4.07 2.62
H -3.50 -5.18 1.60
H -2.56 -3.86 0.89
H 0.23 -4.11 1.21
H -0.43 -5.00 -0.20
H 0.65 -5.77 0.88
C -5.52 -2.59 -0.34
C -5.06 -2.47 -1.77
O -5.57 -3.05 -2.70
C -3.90 -1.58 -1.89
H -5.62 -1.65 0.20
H -4.89 -3.29 0.21
H -6.52 -3.02 -0.23
H -4.11 -0.53 -1.70
H -3.51 -1.49 -2.91
H -3.08 -1.94 -1.27
C 1.46 0.38 4.37
C 0.16 0.73 5.06
O -0.02 0.32 6.21
C -0.89 1.65 4.45
H 1.69 1.09 3.58
H 1.19 -0.50 3.79
H 2.26 0.13 5.07
H -1.78 1.54 5.08
H -1.10 1.34 3.43
H -0.63 2.71 4.48
C -0.38 5.44 2.53
C 0.48 4.78 1.42
O 1.37 5.41 0.81
C 0.16 3.33 1.06
H -1.46 5.42 2.37
H -0.21 6.51 2.51
H -0.19 5.13 3.56
H -0.90 3.22 0.82
H 0.46 2.68 1.89
H 0.75 3.04 0.18
```



7.
DFT (wB97M-V/def2-TZVPD) results for a cluster of 2 separate species, C2H2ClI in total.

## Properties
Energy above the lowest of the compared OMol25 structures with the same formula, charge and spin   34.9 kcal/mol
E   -835.192133 Ha
Structure (SMILES)   C#CCl.I

XYZ file:
```
6
C2H2ClI, DFT wB97M-V/def2-TZVPD
C -1.82 1.22 -0.31
C -1.51 0.12 0.11
Cl -1.27 -1.48 0.46
H -1.90 2.27 -0.22
I 3.63 -1.75 -0.11
H 2.88 -0.39 0.08
```



8.
DFT (wB97M-V/def2-TZVPD) results for a cluster of 2 separate species, F2OS in total.

## Properties
Energy above the lowest of the compared OMol25 structures with the same formula, charge and spin   140.1 kcal/mol
E   -672.886654 Ha
Structure (SMILES)   O=S.FF

XYZ file:
```
4
F2OS, DFT wB97M-V/def2-TZVPD
O -1.42 0.73 0.00
S -2.32 -0.47 0.00
F 2.51 -0.40 0.00
F 1.23 0.13 0.01
```



9.
DFT (wB97M-V/def2-TZVPD) results for a cluster of 2 separate species, C2H7N2O in total.

## Properties
Charge   +1
Energy above the lowest of the compared OMol25 structures with the same formula, charge and spin   36.3 kcal/mol
E   -264.873355 Ha

XYZ file:
```
12
C2H7N2O, DFT wB97M-V/def2-TZVPD
C -0.58 -1.76 1.89
N -0.84 -0.50 1.81
H -1.31 -2.55 2.04
H 0.43 -2.08 1.67
H -0.63 0.01 0.88
H -1.71 -0.19 2.25
C 0.26 1.04 -1.07
N 0.92 1.27 -2.19
O 0.30 -0.01 -0.41
H -0.17 1.92 -0.58
H 1.42 0.51 -2.62
H 1.05 2.21 -2.54
```



Number 1: highest occupied orbital energy -10.073 eV, gap between HOMO and LUMO 5.10 eV. Number 2: highest occupied orbital energy -9.037 eV, gap between HOMO and LUMO 9.18 eV. Number 3: highest occupied orbital energy -8.557 eV, gap between HOMO and LUMO 9.04 eV. Number 4: highest occupied orbital energy -9.138 eV, gap between HOMO and LUMO 9.79 eV. Number 5: highest occupied orbital energy -9.463 eV, gap between HOMO and LUMO 9.60 eV. Number 6: highest occupied orbital energy -6.258 eV, gap between HOMO and LUMO 8.44 eV. Number 7: highest occupied orbital energy -10.102 eV, gap between HOMO and LUMO 10.69 eV. Number 8: highest occupied orbital energy -8.907 eV, gap between HOMO and LUMO 6.42 eV. Number 9: highest occupied orbital energy -14.987 eV, gap between HOMO and LUMO 9.54 eV.